(1)
C12H18AsF6InN4O2S2 | ωB97M-V/def2-TZVPD

Geometry as XYZ:
```
46
Properties=species:S:1:pos:R:3:forces:R:3
In 4.253 11.492 4.289 2.00 0.48 0.66
S 6.714 12.140 3.177 -1.08 -0.69 0.27
C 6.651 13.644 3.999 -1.37 0.66 0.03
C 7.560 13.945 5.012 -0.40 0.63 0.15
C 7.591 15.168 5.614 0.20 0.92 0.29
C 6.756 16.187 5.160 -0.71 0.99 0.30
C 5.634 15.896 4.395 -0.06 -0.07 -0.64
C 5.582 14.607 3.758 -0.58 -0.32 0.00
S 4.159 14.074 2.828 1.19 0.24 1.33
H 8.260 13.234 5.312 1.01 -1.30 0.23
H 8.210 15.461 6.476 0.22 -0.62 -0.72
H 7.016 17.212 5.500 -0.85 -0.78 -0.14
H 4.805 16.637 4.300 0.93 -0.73 -0.28
N 5.124 10.202 6.290 0.26 1.56 0.12
C 5.627 11.369 7.111 -0.01 0.66 -3.14
C 6.019 10.977 8.453 -1.21 -1.71 1.93
C 6.704 12.016 9.294 -1.14 1.81 1.41
C 8.169 12.378 9.090 0.60 0.50 0.34
N 9.080 11.271 9.315 0.26 -0.55 0.78
C 9.507 10.401 8.370 -0.94 1.08 0.83
N 9.579 10.789 7.105 0.26 -1.16 -1.15
N 9.849 9.200 8.793 0.43 -0.37 0.67
C 4.523 12.409 7.036 -1.91 1.48 2.69
O 4.335 13.275 7.909 0.90 -1.71 -2.20
O 3.601 12.174 6.111 -0.09 1.04 -0.72
H 4.406 9.823 6.906 0.02 -0.64 -0.53
H 5.907 9.584 6.193 0.30 -1.03 -0.06
H 6.489 11.821 6.594 -0.02 -0.27 -0.23
H 6.507 9.996 8.418 0.49 0.30 -0.06
H 5.051 10.705 8.971 0.85 0.41 -0.17
H 6.471 11.715 10.346 0.75 0.35 -0.57
H 6.121 12.986 9.177 0.65 -1.13 0.13
H 8.517 13.191 9.784 -0.73 -0.63 -0.61
H 8.363 12.766 8.087 -0.18 0.10 0.04
H 9.092 10.936 10.290 -0.01 0.15 -0.98
H 9.146 11.636 6.746 0.27 -0.49 0.58
H 9.753 10.062 6.374 -0.36 0.72 0.62
H 9.796 8.977 9.781 -0.08 0.22 -0.43
H 9.938 8.412 8.186 0.19 -0.34 -0.78
F 8.886 9.230 4.997 -0.41 -1.69 0.76
As 8.258 7.539 5.517 0.01 1.38 -0.68
F 7.390 8.402 6.918 0.78 -0.72 -1.39
F 9.666 7.401 6.590 -0.59 0.39 -0.33
F 7.686 6.007 6.049 -0.23 0.88 -0.16
F 9.155 6.792 4.237 -0.61 0.68 0.59
F 6.869 7.954 4.460 1.00 -0.68 1.24
```
Positions in Å, forces in eV/Å.

Values from the calculation:
Charge: +1
Multiplicity: 2
Total energy in eV: -126775.2652
Energy above the lowest of the compared OMol25 structures with the same formula, charge and spin in kJ/mol: 313.8
Molecular weight in Da: 618.164
Gap between HOMO and LUMO (spin up / spin down) in eV: 5.7 / 5.6



(2)
C2H2P2 | ωB97M-V/def2-TZVPD

Geometry as XYZ:
```
6
Properties=species:S:1:pos:R:3:forces:R:3
C 0.677 -0.594 0.200 -0.39 0.20 -1.79
C 0.155 0.079 -0.666 2.56 -3.01 4.05
P 4.334 1.017 -0.519 -0.35 -2.15 1.66
P 4.051 -0.507 0.654 0.55 2.18 -1.65
H 1.216 -1.403 0.657 -0.22 0.51 0.30
H -0.429 0.573 -1.285 -2.16 2.26 -2.56
```
Positions in Å, forces in eV/Å.

Values from the calculation:
Charge: 0
Total energy in eV: -20680.2038
Energy above the lowest of the compared OMol25 structures with the same formula, charge and spin in kJ/mol: 99.4
Molecular weight in Da: 87.986
Gap between HOMO and LUMO in eV: 8.9



(3)
C4H4O3 | ωB97M-V/def2-TZVPD

Geometry as XYZ:
```
11
Properties=species:S:1:pos:R:3:forces:R:3
O 0.079 1.404 -2.244 0.57 -0.42 1.89
C -0.149 1.166 -1.112 -2.37 1.28 -1.97
C -0.775 0.886 0.026 0.50 0.71 -0.26
C -0.101 -0.200 0.725 2.93 -0.21 -1.62
O -0.879 -1.265 1.081 -0.43 -1.30 0.05
C 1.202 -0.617 -0.516 -0.06 -2.06 3.35
O 2.355 -0.571 -0.159 -1.50 0.57 -0.82
H -1.587 1.471 0.443 0.15 0.21 -0.26
H 0.637 0.049 1.485 -0.20 0.33 0.36
H -1.657 -1.052 1.623 0.47 0.30 -0.41
H 0.876 -1.271 -1.352 -0.07 0.59 -0.30
```
Positions in Å, forces in eV/Å.

Values from the calculation:
Charge: 0
SMILES: O=C=C[C@@H](O)C=O
Total energy in eV: -10351.7919
Energy above the lowest of the compared OMol25 structures with the same formula, charge and spin in kJ/mol: 330.0
Molecular weight in Da: 100.073
Gap between HOMO and LUMO in eV: 8.8



(4)
C17H20INO11P2Ru | ωB97M-V/def2-TZVPD

Geometry as XYZ:
```
53
Properties=species:S:1:pos:R:3:forces:R:3
Ru 1.326 -0.475 0.733 0.54 0.13 -0.09
N 2.960 3.527 1.490 -0.03 -0.02 0.02
C 2.543 2.433 2.396 0.07 0.15 0.05
C 2.899 2.793 3.841 -0.05 0.02 -0.02
P 0.726 2.322 2.191 0.24 0.27 -0.02
O 0.094 1.696 3.462 -0.26 -0.23 -0.05
O 0.317 3.864 2.245 -0.03 -0.22 -0.01
O 0.384 1.635 0.916 -0.07 -0.08 0.05
P 3.361 0.844 2.006 0.41 -0.02 -0.33
O 3.070 0.745 0.366 -0.09 0.12 -0.11
O 4.808 0.885 2.274 -0.03 0.02 0.13
O 2.427 -0.245 2.507 -0.29 -0.23 0.25
H 1.050 4.362 1.837 0.03 0.01 0.01
H 2.932 3.192 0.531 0.02 0.00 -0.01
H 3.924 3.771 1.690 0.00 -0.01 0.00
H 2.422 3.733 4.121 -0.01 0.01 0.01
H 3.981 2.893 3.943 0.00 -0.01 -0.05
H 2.560 2.014 4.522 -0.01 0.01 0.00
H -0.476 0.882 3.211 0.02 0.09 0.06
H 3.742 0.330 -0.193 -0.02 0.03 0.04
C 2.239 -2.275 0.457 0.06 0.04 0.07
H 2.079 -2.607 -0.572 -0.03 0.04 0.01
H 1.794 -2.999 1.143 0.02 0.03 -0.04
H 3.317 -2.219 0.645 -0.03 0.02 0.00
I -2.640 -0.408 -7.329 0.00 0.00 0.00
C -1.434 -0.387 -5.617 0.00 0.00 -0.01
C -0.073 -0.155 -5.748 0.00 0.01 -0.01
C 0.719 -0.143 -4.610 0.00 0.01 -0.01
C 0.160 -0.362 -3.358 -0.01 -0.03 0.00
C -1.205 -0.593 -3.246 -0.01 -0.01 -0.01
C -2.011 -0.605 -4.376 0.00 -0.01 0.02
C 1.049 -0.344 -2.137 0.25 0.18 -0.02
O 0.424 -0.612 -1.046 -0.28 -0.17 0.11
O 2.246 -0.090 -2.251 -0.09 -0.09 -0.02
H 0.363 0.014 -6.724 0.00 0.00 0.00
H 1.784 0.038 -4.673 0.00 0.00 0.00
H -1.633 -0.765 -2.267 0.01 0.01 0.00
H -3.074 -0.783 -4.285 0.00 0.00 0.00
O -4.113 -0.270 2.433 -0.08 -0.04 -0.05
C -3.883 -1.146 1.439 -0.03 0.01 0.04
C -4.982 -1.645 0.738 0.01 -0.03 -0.02
C -4.796 -2.537 -0.300 -0.04 0.02 0.01
C -3.517 -2.952 -0.665 0.00 -0.01 -0.01
C -2.429 -2.464 0.033 0.05 0.04 0.01
C -2.591 -1.567 1.090 0.03 -0.06 -0.03
C -1.380 -1.035 1.784 0.05 -0.17 0.07
O -1.550 -0.148 2.665 0.12 0.18 0.06
O -0.268 -1.535 1.457 -0.48 -0.06 -0.14
H -3.224 -0.001 2.763 0.09 0.02 0.01
H -5.970 -1.309 1.024 0.00 0.01 0.01
H -5.659 -2.911 -0.838 0.00 0.00 0.00
H -3.377 -3.641 -1.487 0.01 -0.01 0.00
H -1.416 -2.744 -0.230 -0.05 0.01 0.02
```
Positions in Å, forces in eV/Å.

Values from the calculation:
Charge: -1
Multiplicity: 2
Total energy in eV: -71237.0386
Energy above the lowest of the compared OMol25 structures with the same formula, charge and spin in kJ/mol: 19.6
Molecular weight in Da: 704.265
Gap between HOMO and LUMO (spin up / spin down) in eV: 7.9 / 7.5



(5)
C37H49BrN2O5RuSi4 | ωB97M-V/def2-TZVPD

Geometry as XYZ:
```
99
Properties=species:S:1:pos:R:3:forces:R:3
Ru -0.464 -0.840 0.143 0.37 0.31 0.32
C 2.639 0.606 -0.757 -0.02 0.05 -0.04
O 1.885 -0.019 0.296 -0.05 -0.14 0.04
C 2.267 0.208 1.589 -0.01 0.03 0.02
C 3.505 0.679 1.955 0.04 0.01 -0.04
C 3.788 0.894 3.306 0.03 0.00 0.01
Br 5.488 1.532 3.799 -0.04 -0.02 -0.01
C 2.837 0.652 4.262 -0.03 0.00 0.00
C 1.570 0.169 3.892 0.02 0.02 -0.02
C 1.271 -0.085 2.544 0.05 0.08 0.02
O 0.101 -0.577 2.154 -0.11 -0.05 -0.12
C 0.548 -0.018 4.901 -0.07 -0.03 0.06
N -0.691 -0.461 4.675 0.00 0.00 0.01
C -1.419 -0.475 5.862 0.04 0.01 0.01
C -2.732 -0.826 6.144 -0.02 -0.01 -0.01
C -3.129 -0.709 7.462 0.00 0.00 0.00
C -2.251 -0.257 8.459 0.01 0.00 0.00
C -0.947 0.095 8.175 0.00 0.00 0.03
C -0.551 -0.024 6.851 0.00 0.00 -0.03
N 0.658 0.245 6.210 0.03 0.01 -0.01
H 2.843 1.645 -0.501 -0.02 0.00 0.01
H 2.004 0.579 -1.636 0.01 0.00 0.00
H 3.568 0.063 -0.930 0.01 0.00 0.02
H 4.262 0.893 1.213 -0.01 0.00 0.00
H 3.084 0.843 5.297 -0.01 0.00 0.00
H -0.978 -0.710 3.736 0.00 0.01 -0.02
H -3.411 -1.164 5.374 0.00 0.00 0.00
H -4.143 -0.967 7.735 0.00 0.00 0.00
H -2.609 -0.181 9.477 0.00 0.00 0.00
H -0.274 0.447 8.946 0.00 0.00 0.00
H 1.484 0.613 6.653 0.00 0.00 0.01
O -2.455 0.104 0.507 0.06 0.12 0.17
C -2.602 1.478 -0.021 -0.03 -0.09 -0.09
C -1.252 1.835 -0.695 -0.13 0.12 -0.04
O -1.001 2.983 -0.927 0.05 -0.08 -0.05
O -0.482 0.812 -1.033 0.01 -0.12 0.07
C -2.864 2.416 1.139 0.02 0.00 0.02
C -2.268 2.171 2.374 -0.01 0.00 -0.01
C -2.458 3.047 3.431 0.00 -0.01 0.00
C -3.232 4.186 3.257 0.00 0.00 0.01
C -3.808 4.444 2.023 -0.01 0.00 -0.01
C -3.626 3.564 0.966 0.01 0.02 0.00
C -3.707 1.401 -1.059 -0.03 0.02 0.05
C -3.455 1.486 -2.423 0.01 -0.02 0.00
C -4.486 1.297 -3.335 -0.02 0.00 0.02
C -5.769 1.015 -2.892 0.02 0.00 -0.02
C -6.029 0.935 -1.530 -0.01 0.00 0.02
C -5.004 1.133 -0.619 -0.01 0.00 -0.03
H -3.294 -0.164 0.905 -0.04 -0.03 -0.09
H -1.638 1.298 2.502 0.00 0.00 0.00
H -1.997 2.848 4.391 0.00 0.00 0.00
H -3.380 4.874 4.079 0.00 0.00 0.00
H -4.400 5.337 1.878 0.00 0.00 0.00
H -4.071 3.779 0.003 0.00 0.00 0.00
H -2.462 1.721 -2.786 0.00 0.00 0.00
H -4.285 1.382 -4.395 0.00 0.00 0.00
H -6.571 0.874 -3.605 0.00 0.00 0.00
H -7.033 0.736 -1.179 0.00 0.00 0.00
H -5.224 1.109 0.444 0.00 0.01 0.00
C -0.551 -5.909 1.976 0.00 -0.01 -0.01
Si -0.331 -4.077 2.232 0.05 0.05 0.02
C -1.923 -3.272 2.822 -0.02 -0.01 0.00
C 1.112 -3.696 3.359 0.01 0.02 0.01
Si 0.395 -3.059 0.199 -0.05 -0.28 -0.27
Si 2.466 -3.632 -0.843 0.01 0.04 0.05
C 2.487 -2.789 -2.509 0.03 -0.02 -0.02
C 3.736 -2.950 0.344 0.01 0.02 0.01
C 2.593 -5.486 -0.948 -0.01 -0.02 0.02
Si -1.549 -2.594 -1.411 -0.25 0.14 -0.20
C -1.237 -1.771 -3.056 -0.01 -0.01 -0.05
C -3.319 -2.568 -0.836 -0.07 -0.11 -0.02
C -1.004 -4.416 -1.530 0.30 -0.24 0.17
H -0.708 -6.387 2.947 0.01 0.01 0.01
H 0.326 -6.372 1.520 -0.01 0.00 0.00
H -1.424 -6.142 1.364 0.01 0.00 -0.01
H -1.883 -3.141 3.907 -0.02 -0.01 0.00
H -2.781 -3.911 2.603 -0.01 0.02 -0.01
H -2.106 -2.298 2.363 0.02 0.02 0.03
H 0.845 -3.950 4.389 0.00 -0.01 0.00
H 1.391 -2.640 3.336 -0.01 -0.03 0.01
H 1.990 -4.287 3.094 0.00 0.00 0.00
H 1.976 -1.825 -2.502 0.02 0.02 0.00
H 2.031 -3.410 -3.282 -0.03 0.01 0.01
H 3.524 -2.613 -2.808 -0.01 -0.01 -0.02
H 3.613 -1.882 0.521 0.01 0.00 0.01
H 4.736 -3.106 -0.071 -0.01 -0.02 -0.01
H 3.702 -3.461 1.309 -0.01 0.00 0.00
H 1.812 -5.947 -1.553 -0.01 0.00 0.00
H 2.576 -5.940 0.044 0.00 -0.01 -0.01
H 3.551 -5.745 -1.408 0.00 0.01 0.00
H -0.643 -0.860 -2.979 -0.02 0.00 -0.01
H -2.203 -1.491 -3.483 0.00 0.01 0.01
H -0.745 -2.455 -3.750 0.02 0.00 0.01
H -3.784 -1.612 -1.087 0.01 0.00 0.01
H -3.421 -2.742 0.237 0.01 0.00 -0.01
H -3.873 -3.359 -1.348 -0.01 0.02 -0.02
H -0.023 -4.599 -1.970 0.01 0.00 0.00
H -1.708 -4.839 -2.258 -0.15 0.21 0.02
H -1.124 -5.041 -0.641 0.03 -0.05 -0.01
```
Positions in Å, forces in eV/Å.

Values from the calculation:
Charge: +2
Multiplicity: 5
Total energy in eV: -156505.4693
Energy above the lowest of the compared OMol25 structures with the same formula, charge and spin in kJ/mol: 0.0
Molecular weight in Da: 895.126
Gap between HOMO and LUMO (spin up / spin down) in eV: 6.9 / 6.1



(6)
C4H6FN | ωB97M-V/def2-TZVPD

Geometry as XYZ:
```
12
Properties=species:S:1:pos:R:3:forces:R:3
F 1.478 2.200 0.047 -0.15 1.07 0.14
C 1.375 1.203 0.914 0.17 -2.42 0.31
C 0.722 0.078 0.599 2.54 1.17 3.64
C -0.229 0.097 -0.415 -2.05 -2.75 -1.95
C -1.402 -0.813 -0.203 2.64 -1.31 0.66
N -0.320 -1.227 -1.168 -0.27 1.45 0.21
H 1.903 1.237 1.859 0.50 0.76 -0.31
H 0.932 -0.757 1.334 -0.87 0.87 -1.14
H -0.320 0.989 -0.962 -0.19 0.91 -0.73
H -2.349 -0.770 -0.693 -0.67 0.50 0.52
H -1.160 -1.343 0.774 -1.58 0.37 -1.36
H -0.630 -0.894 -2.085 -0.07 -0.60 0.02
```
Positions in Å, forces in eV/Å.

Values from the calculation:
Charge: 0
SMILES: F/C=C\[C@@H]1CN1
Total energy in eV: -8450.0450
Energy above the lowest of the compared OMol25 structures with the same formula, charge and spin in kJ/mol: 220.9
Molecular weight in Da: 87.097
Gap between HOMO and LUMO in eV: 10.1